[1]
DFT (ωB97M-V with the def2-TZVPD basis set) results for a cluster of 5 separate species, C39H74BN4O10 in total at a distorted geometry.

Properties
**HOMO energy**: -0.3610 Ha

```
! wB97M-V def2-TZVPD RIJCOSX def2/J DEFGRID3
* xyz 1 1
H -4.562 2.209 4.729
H 7.763 -3.419 -5.335
H 4.535 0.547 3.959
H -2.529 3.878 2.452
C -15.761 -0.016 4.170
H -6.509 3.726 4.060
H 6.434 2.612 2.196
C -0.024 0.936 5.399
H -14.367 -0.530 6.107
C -13.348 2.297 3.825
C -7.332 3.062 4.248
H 4.361 4.630 2.624
H -0.037 3.676 6.456
H -2.514 0.935 0.575
H -3.188 0.211 5.826
O 8.128 -1.398 -1.408
H 1.922 4.558 2.799
C 3.885 3.724 2.963
H -1.756 2.108 -0.499
C -2.964 0.165 3.638
C -8.441 1.142 4.496
C 4.448 -4.960 -12.034
H 4.439 -2.521 -5.924
H 9.001 0.477 -1.532
H 0.767 2.560 3.571
O 5.445 -4.019 -12.390
C 6.289 -0.308 0.966
C 5.366 -5.537 -15.212
O 6.393 -6.001 -14.352
C 1.929 0.075 4.238
N -1.191 1.430 5.025
H -16.374 0.481 3.419
H -6.323 -0.148 4.027
H -0.794 -0.989 3.352
C -1.631 0.990 3.705
C 8.118 -2.962 -7.415
C -8.644 3.374 4.510
H 4.610 -5.927 -12.514
H -2.735 2.872 5.188
O 7.313 0.595 0.597
C -1.816 2.592 5.679
N -7.219 1.704 4.228
H -10.384 2.033 4.909
H -15.070 0.643 7.230
H 0.018 1.302 7.401
H 7.494 -0.678 -3.239
C 4.619 2.585 3.305
C 7.100 -0.881 -2.238
C 8.600 -0.005 0.533
O -1.079 2.195 1.443
H -13.804 2.483 6.210
C -9.344 2.161 4.672
C 5.403 -2.920 -5.611
C 2.559 1.381 3.800
H -9.068 4.356 4.590
H 9.134 -3.364 -7.371
C 6.129 2.609 3.240
H -2.099 2.289 6.694
H 7.187 -4.091 -14.475
H 6.671 -3.286 -9.797
H -2.767 -0.861 3.344
N 0.563 1.154 6.571
H -16.206 -0.990 4.400
H 5.335 0.129 0.668
H 1.562 1.110 6.672
B -1.838 2.115 2.580
H 6.289 -0.454 2.054
C -3.803 0.165 4.931
C 7.703 -2.563 -6.014
H 5.800 -2.591 -8.405
H 8.652 -0.870 1.201
H 4.424 -5.099 -10.947
C -13.504 1.446 6.031
C 3.956 1.425 3.704
H 2.433 -0.253 5.146
H 6.401 -1.276 0.474
H -14.422 2.470 3.899
O -15.747 0.804 5.326
H -13.119 1.935 2.824
N 0.490 0.119 4.460
H -5.313 1.253 5.982
C -1.576 1.429 0.328
H -0.005 0.133 2.348
H 6.518 1.715 3.715
H 8.127 -2.091 -8.077
H 9.992 -0.823 -0.854
H -8.565 0.078 4.536
C 7.190 -4.961 -13.811
H 5.771 -5.319 -16.206
C 2.499 3.684 3.060
H 4.626 -6.331 -15.302
C 8.984 -0.400 -0.877
H -0.842 0.698 0.001
C -1.066 4.907 5.145
H 5.391 -3.053 -4.522
C -6.041 0.897 3.976
O -12.904 1.317 4.750
H -12.739 1.185 6.769
H -14.759 -0.166 3.764
H 8.400 -1.800 -5.653
H -5.668 1.166 2.987
H 6.502 3.503 3.728
H -3.598 0.591 2.863
O 7.293 -3.983 -7.951
H 9.316 0.740 0.892
C -4.919 1.207 4.968
H 3.487 -4.564 -12.358
H 6.320 -1.637 -2.317
C 6.268 -3.494 -8.801
H 5.552 -3.890 -6.087
O 6.404 -1.987 -5.977
H 6.659 0.031 -1.830
C 1.845 2.527 3.490
H -2.032 5.214 4.767
C 6.754 -4.566 -12.415
H 8.215 -5.340 -13.758
C -0.440 0.045 3.338
H -12.817 3.242 3.988
C -0.881 3.761 5.789
O -2.865 3.024 2.754
H 6.826 -5.420 -11.733
H 7.431 -3.787 -12.051
H 4.875 -4.644 -14.819
H -4.298 -0.805 4.984
H 2.137 -0.675 3.480
H 5.508 -4.270 -8.886
H -0.232 5.585 5.042
C -14.682 0.512 6.215
*
```

Results of the Löwdin charge analysis, in e, for atoms 1 through 5: atom 1 (H): 0.0879, atom 2 (H): 0.1280, atom 3 (H): 0.1173, atom 4 (H): 0.1272, atom 5 (C): -0.1095

[2]
DFT (ωB97M-V with the def2-TZVPD basis set) results for a cluster of 2 separate species, C8H12O2 in total at a distorted geometry.

Properties
**HOMO energy**: -0.3088 Ha
**SMILES string**: Cc1ccc(O)cc1.CO

```
! wB97M-V def2-TZVPD RIJCOSX def2/J DEFGRID3
* xyz 0 1
C -0.502 0.628 -0.333
H -1.017 2.856 -1.939
H 0.391 -1.191 0.401
C -0.492 1.368 2.381
O 1.244 -3.644 -2.788
H 0.929 -1.465 2.617
C -0.866 1.912 0.035
H -0.568 1.475 3.458
C -1.455 2.896 -0.936
H 0.393 -3.202 -2.800
C -0.006 0.119 1.998
H 1.807 -4.030 -0.803
H -2.458 2.547 -1.239
O 0.323 -0.818 2.918
C 1.959 -3.324 -1.619
C -0.113 -0.261 0.643
H 3.018 -3.254 -1.866
H -1.259 3.248 1.605
C -0.868 2.262 1.404
H -1.538 3.878 -0.485
H -0.630 0.309 -1.361
H 1.710 -2.308 -1.293
*
```

Results of the Löwdin charge analysis, in e, for atoms 1 through 5: atom 1 (C): -0.0571, atom 2 (H): 0.0773, atom 3 (H): 0.0932, atom 4 (C): -0.0144, atom 5 (O): -0.1130

[3]
DFT (ωB97M-V with the def2-TZVPD basis set) results for a structure of composition C39H54N4O2P2S2Ti at a distorted geometry.

Properties
**HOMO energy**: 0.0135 Ha

```
! wB97M-V def2-TZVPD RIJCOSX def2/J DEFGRID3
* xyz -2 1
H 3.486 0.218 1.812
C -5.024 -2.200 0.362
H -1.076 -4.381 2.885
H 3.311 -4.897 3.645
H 4.470 -3.250 2.193
H -4.401 3.213 -0.258
H -4.251 -0.757 2.452
H 1.053 -0.765 4.522
H -6.156 -3.579 -0.834
C -3.406 1.342 0.035
H 4.350 -1.351 -1.493
H 4.172 4.297 3.409
C -5.218 -3.048 -0.714
H 3.687 -2.956 -1.105
H -0.963 2.926 -1.847
H 1.455 4.876 0.153
H 1.443 -2.463 -5.090
H -5.799 -2.039 1.101
S -1.640 0.260 -2.739
C -1.558 -0.237 -5.476
H -1.241 -2.116 3.683
C 2.748 -4.232 3.000
C 3.349 -0.028 0.754
H -2.361 4.457 0.447
C 2.177 2.013 -4.612
H 3.409 2.676 -1.084
C -1.553 -2.330 2.658
H 2.016 0.670 4.905
C -0.206 -1.689 -3.942
H 4.083 0.550 0.184
C 3.292 4.001 2.848
C 3.099 2.502 -2.109
H 4.595 -1.731 0.871
C 3.385 -3.306 2.188
H 2.359 0.300 0.442
C -1.060 -0.662 -4.109
C -0.871 -3.593 2.149
C 1.461 2.450 2.500
C 1.768 4.311 1.022
H -2.171 -2.594 -2.113
C 2.873 4.737 1.748
C -4.049 2.359 -0.845
H -5.172 0.818 0.866
H 2.473 -0.404 3.552
C 1.273 -2.466 1.308
H 3.411 5.632 1.450
C -3.009 -2.503 -1.428
H -1.012 -5.089 0.601
Ti -0.316 -0.539 -0.585
C -3.679 -0.474 1.566
C 1.639 0.049 4.089
N -2.805 -1.709 -0.376
C 0.349 -2.503 -5.082
H -4.293 -3.828 -2.504
H 0.822 -4.989 3.562
N 2.575 1.311 -2.367
O 0.421 1.083 -0.284
H 2.805 4.008 -5.115
N 0.542 -1.603 0.539
H 0.086 -3.560 -4.976
C -1.709 4.069 1.239
H -0.012 -2.160 -6.052
H 3.644 4.461 -2.799
H 1.768 1.777 -5.586
C -0.319 3.427 -1.117
O -2.227 1.027 -0.028
C 1.365 -4.275 2.949
C -4.195 -3.191 -1.636
S 0.358 -2.170 -2.345
C 3.216 3.503 -3.065
H -2.117 -1.033 -5.980
H -1.314 2.321 3.764
C 2.698 -2.428 1.354
C 3.577 -1.518 0.517
H 2.939 2.278 4.051
P -0.409 2.480 0.455
H -4.902 1.920 -1.371
C 2.584 2.862 3.211
P 0.498 0.922 2.925
H -2.503 -4.151 0.823
C 0.631 -3.429 2.126
H -0.734 0.051 -6.138
C 2.744 3.247 -4.344
H -2.345 3.694 2.043
H -0.017 2.205 4.971
C 1.047 3.178 1.384
H -2.641 -0.338 1.858
H 0.694 3.368 -1.524
H 2.609 -1.600 -1.439
C -1.409 -4.093 0.810
C 2.118 1.073 -3.589
H -1.132 0.839 4.716
H -2.644 -2.437 2.642
H -0.616 4.469 -1.000
H -1.104 4.907 1.612
C -0.593 1.653 4.224
C 3.550 -1.879 -0.966
H 1.652 0.102 -3.743
C -3.805 -1.532 0.491
N -4.179 0.807 1.071
H -3.331 2.703 -1.583
H -1.261 -1.477 2.046
H -2.218 0.624 -5.378
H -1.103 -3.443 -0.011
*
```

Results of the Löwdin charge analysis, in e, for atoms 1 through 5: atom 1 (H): 0.0573, atom 2 (C): -0.0406, atom 3 (H): 0.1135, atom 4 (H): 0.0747, atom 5 (H): 0.0934

[4]
DFT (ωB97M-V with the def2-TZVPD basis set) results for an isolated molecule of C8H11N3O3S at a distorted geometry.

Properties
**HOMO energy**: -0.3465 Ha
**SMILES string**: CCCCC(=O)Nc1ncc([N+](=O)[O-])s1

```
! wB97M-V def2-TZVPD RIJCOSX def2/J DEFGRID3
* xyz 0 1
H -1.279 -2.865 0.142
C -1.289 -2.652 -0.928
H -0.240 0.587 2.735
H -0.270 -2.768 -1.306
O -1.783 -0.825 1.653
C 2.214 2.546 -0.050
S 1.819 2.360 2.484
C -0.825 -0.199 -0.473
C 0.879 1.456 1.299
N -0.096 0.627 1.731
H -1.037 0.813 -0.825
O 3.974 4.262 2.504
C -1.750 -1.212 -1.147
O 4.286 4.401 0.368
C 2.687 3.040 1.140
H 2.589 2.816 -1.020
H 0.218 -0.402 -0.720
N 1.210 1.669 0.060
H -1.779 -1.003 -2.218
H -2.224 -3.456 -2.702
H -1.864 -4.663 -1.467
N 3.722 3.967 1.353
C -0.978 -0.200 1.016
H -2.758 -1.095 -0.749
C -2.206 -3.644 -1.631
H -3.221 -3.558 -1.250
*
```

Results of the Löwdin charge analysis, in e, for atoms 1 through 5: atom 1 (H): 0.1040, atom 2 (C): -0.2699, atom 3 (H): 0.1487, atom 4 (H): 0.1099, atom 5 (O): 0.1090